(1)
DFT (the ωB97M-V functional and the def2-TZVPD basis) results for 6 unconnected molecules or ions with the total composition C24H42N6 at a distorted geometry.

Structure (XYZ):
```
72
Properties=species:S:1:pos:R:3:lowdin_charge:R:1
C 3.123 -4.477 3.207 -0.115
C 1.883 -5.236 2.704 -0.273
C 0.614 -4.694 3.331 -0.207
C 0.732 -4.443 4.817 -0.226
N 0.993 -4.132 5.889 0.133
H 2.980 -3.421 3.132 0.057
H 3.976 -4.781 2.599 0.065
H 3.424 -4.801 4.244 0.091
H 1.989 -6.311 2.955 0.116
H 1.771 -5.148 1.639 0.097
H -0.209 -5.390 3.098 0.111
H 0.351 -3.706 2.843 0.120
C -3.670 -0.885 -5.641 -0.088
C -4.262 -1.550 -4.360 -0.246
C -5.324 -2.592 -4.712 -0.222
C -4.727 -3.614 -5.545 -0.245
N -4.137 -4.339 -6.244 0.150
H -4.387 -0.278 -6.083 0.052
H -3.381 -1.639 -6.356 0.064
H -2.811 -0.337 -5.380 0.040
H -4.694 -0.754 -3.670 0.121
H -3.389 -2.029 -3.789 0.125
H -6.249 -2.196 -5.208 0.134
H -5.807 -2.976 -3.800 0.116
C -6.147 0.772 2.076 -0.109
C -5.098 -0.386 1.946 -0.238
C -4.283 -0.502 3.263 -0.221
C -3.168 -1.396 3.243 -0.235
N -2.272 -2.133 3.165 0.148
H -5.731 1.802 2.302 0.094
H -6.888 0.479 2.836 0.073
H -6.633 0.735 1.116 0.053
H -4.521 -0.292 1.050 0.093
H -5.654 -1.373 2.002 0.126
H -4.971 -0.752 4.106 0.138
H -3.894 0.483 3.459 0.109
C 1.395 4.378 -0.067 -0.075
C 1.905 5.863 -0.368 -0.200
C 2.901 5.855 -1.606 -0.175
C 2.355 5.164 -2.750 -0.246
N 1.993 4.649 -3.708 0.167
H 2.236 3.707 0.043 0.049
H 0.985 4.089 -1.048 0.038
H 0.740 4.252 0.808 0.076
H 2.389 6.404 0.428 0.089
H 1.099 6.531 -0.691 0.098
H 3.757 5.276 -1.336 0.109
H 3.199 6.862 -1.864 0.116
C -0.590 -0.096 -1.941 -0.089
C -0.304 0.590 -3.299 -0.275
C 0.692 1.705 -3.234 -0.228
C 1.860 1.398 -2.396 -0.254
N 2.763 1.339 -1.696 0.158
H -1.200 0.547 -1.265 0.085
H 0.316 -0.426 -1.402 0.075
H -1.179 -0.974 -2.165 0.050
H -1.116 1.062 -3.804 0.088
H 0.112 -0.144 -4.037 0.126
H 0.283 2.571 -2.634 0.117
H 1.022 2.035 -4.261 0.130
C 5.031 1.079 1.465 -0.103
C 5.164 0.054 2.541 -0.281
C 5.742 0.576 3.862 -0.192
C 4.941 1.700 4.359 -0.238
N 4.315 2.637 4.675 0.134
H 6.064 1.418 1.355 0.082
H 4.396 1.839 1.820 0.044
H 4.673 0.785 0.441 0.077
H 5.854 -0.727 2.299 0.098
H 4.243 -0.447 2.828 0.108
H 6.786 0.923 3.784 0.127
H 5.649 -0.181 4.630 0.113
```

Output
Electronic energy, Ha: -1268.10287
Frontier orbital gap, eV: 11.399
Energy relative to the best compared isomer or geometry (same formula, charge and spin), eV: 2.0044
SMILES: CCCC#N.CCCC#N.CCCC#N.CCCC#N.CCCC#N.CCCC#N

---

(2)
DFT (the ωB97M-V functional and the def2-TZVPD basis) results for a molecular structure, C24H43As3Cl2IrN2OS at a distorted geometry.

Structure (XYZ):
```
77
Properties=species:S:1:pos:R:3:lowdin_charge:R:1
Ir 0.313 0.070 0.556 0.949
C -2.917 1.625 1.524 -0.247
As -1.648 1.542 0.061 1.099
C -1.256 3.404 -0.246 -0.235
C -2.708 1.063 -1.496 -0.292
C -2.402 -0.316 -2.077 -0.667
C -0.966 -0.348 -2.598 -0.073
C -2.633 -1.372 -0.971 -0.298
As -1.083 -1.857 0.103 1.031
C -0.384 -3.368 -0.882 -0.246
C -1.919 -2.637 1.660 -0.238
C -3.396 -0.615 -3.218 -0.360
As -3.551 0.366 -4.967 1.171
C -2.772 2.148 -4.664 -0.353
C -2.035 -0.432 -5.919 -0.337
H -3.737 2.288 1.250 0.060
H -2.426 2.023 2.411 0.039
H -3.318 0.634 1.734 0.030
H -2.205 3.849 -0.548 0.062
H -0.522 3.523 -1.040 0.045
H -0.901 3.869 0.668 0.035
H -2.500 1.834 -2.236 0.052
H -3.756 1.157 -1.205 0.110
H -0.219 -0.095 -1.798 0.015
H -0.815 0.385 -3.389 0.072
H -0.691 -1.328 -2.990 0.099
H -2.959 -2.324 -1.394 0.094
H -3.425 -1.050 -0.291 0.090
H -1.249 -3.867 -1.320 0.057
H 0.124 -4.046 -0.210 -0.018
H 0.297 -3.053 -1.669 0.032
H -2.564 -3.445 1.315 0.063
H -2.529 -1.897 2.174 0.029
H -1.172 -3.044 2.339 0.022
H -4.405 -0.597 -2.798 0.073
H -3.227 -1.642 -3.558 0.073
H -3.444 2.757 -4.060 0.020
H -2.722 2.604 -5.652 0.032
H -1.764 2.163 -4.244 0.007
H -2.177 -1.511 -5.966 0.026
H -1.054 -0.210 -5.501 0.010
H -2.066 -0.051 -6.939 0.029
C -0.230 -0.268 4.749 0.016
C 1.059 -0.489 5.214 0.026
C 2.102 -0.553 4.304 0.044
C 1.847 -0.391 2.953 -0.228
N 0.584 -0.155 2.518 -0.076
C -0.431 -0.113 3.394 -0.093
C 2.849 -0.540 1.889 -0.307
C 4.205 -0.722 2.078 0.030
C 5.014 -0.907 0.964 0.016
C 4.444 -0.915 -0.299 -0.013
C 3.079 -0.717 -0.416 -0.102
N 2.311 -0.518 0.656 -0.102
H -1.074 -0.216 5.422 0.138
H 1.248 -0.624 6.271 0.142
H 3.108 -0.760 4.638 0.134
H -1.410 0.068 2.978 0.083
H 4.632 -0.718 3.070 0.133
H 6.079 -1.050 1.085 0.139
H 5.039 -1.084 -1.186 0.135
H 2.584 -0.710 -1.379 0.128
C 2.963 3.897 0.219 -0.201
S 2.492 2.616 1.363 0.938
C 1.987 3.621 2.747 -0.205
O 1.164 2.073 0.779 -0.719
H 2.081 4.483 -0.036 0.074
H 3.393 3.428 -0.663 0.071
H 3.714 4.521 0.705 0.085
H 2.886 4.023 3.215 0.083
H 1.470 2.970 3.451 0.058
H 1.337 4.428 2.412 0.077
Cl 3.266 -4.329 -0.628 0.582
C 2.926 -4.698 1.057 -0.911
Cl 1.739 -3.548 1.764 0.582
H 3.837 -4.617 1.637 0.038
H 2.494 -5.689 1.127 0.044
```

Output
Charge: +3
Electronic energy, Ha: -9254.36227
Frontier orbital gap, eV: 5.006
Energy relative to the best compared isomer or geometry (same formula, charge and spin), eV: 1.4630